1.
A 3-piece molecular cluster, C6H14O2 overall, computed with wB97M-V/def2-TZVPD.

The geometry in XYZ format:
```
22
Properties=species:S:1:pos:R:3:forces:R:3:nbo_charge:R:1
C 0.3364 0.7496 2.0681 -0.8222 0.0298 0.9866 -0.653
C 0.1969 -0.6632 1.4665 0.0043 -0.1227 1.0727 -0.423
C -0.6760 -0.7658 0.2533 -0.3284 0.8264 0.0785 -0.214
C -1.1302 -1.9918 -0.2074 0.4113 -0.9865 -0.5992 -0.723
C -1.0884 0.9580 -1.4811 -0.0395 -0.0019 0.7578 -0.475
C -1.3212 0.4602 -0.2629 0.7669 -0.4625 0.5736 -0.204
H 1.3244 1.0120 2.4474 0.1812 0.0658 -0.4422 0.199
H -0.2848 0.8331 2.9739 0.0222 -0.2660 -0.0405 0.194
H -0.1201 1.5386 1.4718 0.5626 0.0612 -0.4085 0.217
H -0.1686 -1.2656 2.3303 -0.3497 -0.1800 -0.3016 0.148
H 1.1898 -1.1366 1.3522 0.0493 0.2373 -0.5556 0.163
H -1.7806 -2.0767 -1.0719 -0.0945 0.2030 0.0809 0.178
H -0.7045 -2.9431 0.1117 0.0699 0.1379 0.2112 0.151
H -1.6020 1.8459 -1.7976 -0.1046 0.3003 -0.4062 0.167
H -0.2739 0.5194 -2.0316 -0.2868 -0.0085 -0.5821 0.202
H -1.9766 0.9963 0.4419 -0.1588 0.1298 -0.2250 0.140
H 0.2105 -2.0438 -2.3381 -0.6560 0.1587 0.0677 0.473
H 1.2291 -1.1304 -2.8895 -0.0678 0.1844 -0.2826 0.445
O 0.3487 -1.4612 -3.1110 0.7532 -0.4228 0.1720 -0.979
H 2.6765 2.2757 -0.4325 0.0371 -0.0486 -0.1546 0.457
H 1.5568 1.7431 0.4597 -0.0258 0.2559 -0.1039 0.492
O 2.0576 2.5464 0.2469 0.0761 -0.0908 0.1008 -0.955
```
Positions in Å, forces in eV/Å.

Values from the calculation:
- HOMO-LUMO gap (alpha / beta) (eV) = 2.88 / 7.11
- total charge = -1
- E_tot (eV) = -10541.178
- multiplicity = 2
- LUMO level (alpha / beta) (eV) = 3.53 / 3.44

2.
C7H16Si2 in the gas phase, computed with wB97M-V/def2-TZVPD.

The geometry in XYZ format:
```
25
Properties=species:S:1:pos:R:3:forces:R:3:nbo_charge:R:1
C 0.0245 2.4038 0.2705 -0.7751 0.4455 -1.1331 -0.328
C 0.1283 0.4442 1.5431 -0.9363 -0.8858 -1.3581 -0.171
C 0.8246 1.4283 0.6585 -0.7611 -0.8554 0.5638 -0.485
C -1.0017 -0.2445 1.1858 1.4481 -0.1812 1.3158 -0.440
C -1.3409 -1.4439 2.0727 1.8424 0.2336 -1.4849 -0.631
C 2.3838 0.2528 -1.8475 4.5528 1.8824 2.1624 -1.018
C -1.3768 -1.6658 -1.3981 0.8731 0.1343 -1.2275 -1.131
Si 2.4856 0.9745 -0.0260 0.5884 0.8174 -1.0368 1.094
Si -1.9774 -0.2931 -0.3669 -1.3856 2.0014 0.2148 1.149
H 0.1422 3.1652 -0.5013 0.6012 -0.1058 0.2617 0.199
H -0.9960 2.2394 0.5711 -0.3414 0.8032 0.3995 0.194
H 0.6383 0.1921 2.4627 0.0722 -0.2355 0.2220 0.193
H -1.3116 -2.3766 1.4442 0.8806 0.5189 0.7935 0.205
H -0.6257 -1.3144 2.8832 -0.1782 -1.2114 0.2678 0.215
H -2.3131 -1.5055 2.4056 -2.3285 0.5068 1.0954 0.212
H 2.8747 -0.6960 -1.8441 0.0301 -0.6814 -0.2948 0.235
H 1.4187 0.2541 -2.0134 -5.0581 -0.6932 -1.1373 0.217
H 2.8183 0.9300 -2.5962 0.1743 -0.2262 0.3704 0.241
H -1.6036 -1.4746 -2.4857 0.1109 -0.5695 1.1285 0.257
H -0.2709 -1.7322 -1.2663 -0.7445 -0.0163 -0.1964 0.250
H -1.8229 -2.5612 -0.9968 -0.1180 -0.6066 -0.3622 0.245
H 3.1255 -0.0159 0.8472 0.1107 -0.1138 0.1731 -0.176
H 3.1959 2.2962 0.0428 0.2098 -0.4555 -0.1818 -0.171
H -1.9333 1.0315 -0.9968 0.2471 0.0560 -0.5469 -0.189
H -3.4865 -0.2883 -0.0484 0.8851 -0.5618 -0.0087 -0.167
```
Positions in Å, forces in eV/Å.

Values from the calculation:
- HOMO-LUMO gap (eV) = 9.72
- SMILES = C=C(/C=C(/C)[SiH2]C)[SiH2]C
- E_tot (eV) = -23271.112
- LUMO level (eV) = 0.79

3.
C3H10N2S in the gas phase, computed with wB97M-V/def2-TZVPD.

The geometry in XYZ format:
```
16
Properties=species:S:1:pos:R:3:forces:R:3:nbo_charge:R:1
N -0.4440 -1.3706 0.2832 -0.1634 -0.5346 -0.6597 -0.832
C 0.0581 -0.0995 -0.2705 -1.8471 0.1697 0.7684 -0.092
C -1.1221 0.7993 -0.6966 -1.3229 -0.2368 0.0648 -0.536
S -1.8138 0.3838 -2.3308 0.1527 0.3345 -0.1515 -0.043
C 0.8666 0.5660 0.8080 3.1977 -0.5409 0.7880 -0.242
N 2.0469 -0.3038 1.1913 -0.4383 -0.0158 -0.0009 -0.840
H -1.2353 -1.7165 -0.2615 0.4238 0.0531 -0.2188 0.362
H -0.7757 0.5893 -3.1541 0.1332 0.1568 0.1462 0.115
H -0.8288 -1.2582 1.2030 0.0412 0.3554 0.5609 0.347
H 0.6137 -0.3908 -1.1606 0.4832 0.4174 0.0951 0.203
H -1.1889 1.8413 -0.3489 1.0339 0.1268 -0.9378 0.229
H -2.0228 0.4718 -0.1799 0.0716 -0.4969 0.6405 0.218
H 1.4171 1.4742 0.5531 -0.8962 0.3205 -0.7586 0.208
H 0.3817 0.8026 1.7563 -0.7944 -0.1338 -0.3246 0.192
H 1.9102 -0.7363 2.1013 -0.0551 -0.0541 -0.3629 0.353
H 2.1372 -1.0525 0.5069 -0.0197 0.0787 0.3508 0.359
```
Positions in Å, forces in eV/Å.

Values from the calculation:
- HOMO-LUMO gap (eV) = 9.98
- SMILES = NC[C@@H](N)CS
- E_tot (eV) = -17087.735
- LUMO level (eV) = 0.92